No. 1
{"formula": "C34H66NO24P2", "method": "ωB97M-V with the def2-TZVPD basis set", "total_energy_ha": -3877.9058, "relative_energy_kj_mol": 495.10, "homo_energy_ev": -11.472, "molar_mass_g_mol": 934.8, "total_charge": 1, "orbital_gap_ev": 6.031, "species": ["C", "C", "C", "C", "C", "N", "C", "P", "P", "O", "O", "O", "H", "H", "H", "H", "H", "H", "H", "H", "H", "H", "C", "C", "O", "C", "O", "O", "C", "H", "H", "H", "H", "H", "H", "H", "H", "C", "C", "O", "C", "O", "O", "C", "H", "H", "H", "H", "H", "H", "H", "H", "C", "C", "O", "C", "O", "O", "C", "H", "H", "H", "H", "H", "H", "H", "H", "C", "C", "O", "C", "O", "O", "C", "H", "H", "H", "H", "H", "H", "H", "H", "C", "C", "O", "C", "O", "O", "C", "H", "H", "H", "H", "H", "H", "H", "H", "C", "C", "O", "C", "O", "O", "C", "H", "H", "H", "H", "H", "H", "H", "H", "C", "C", "O", "C", "O", "O", "C", "H", "H", "H", "H", "H", "H", "H", "H"], "coordinates": [[6.543, 1.825, 0.389], [6.832, 2.459, -0.845], [7.114, 2.763, -2.443], [7.883, 4.209, -2.736], [7.331, 4.345, -4.310], [5.869, 3.847, -4.276], [5.640, 3.263, -3.054], [4.057, 2.970, -2.029], [2.227, 3.202, -3.186], [1.424, 1.804, -3.155], [1.214, 4.363, -2.304], [2.448, 3.719, -4.834], [6.154, 1.294, 1.385], [7.730, 1.976, -3.074], [9.040, 4.230, -2.558], [7.199, 5.000, -2.177], [7.467, 5.444, -4.721], [8.108, 3.636, -4.864], [5.131, 3.956, -5.005], [4.058, 1.569, -1.615], [1.596, 5.274, -2.561], [3.122, 3.095, -5.237], [14.967, 5.592, -3.663], [13.925, 4.537, -3.995], [12.614, 4.972, -3.618], [12.035, 5.876, -4.449], [12.525, 6.332, -5.469], [10.825, 6.208, -3.931], [10.152, 7.234, -4.657], [14.902, 5.878, -2.609], [15.974, 5.220, -3.870], [14.811, 6.503, -4.250], [14.135, 3.629, -3.419], [13.953, 4.259, -5.055], [10.067, 6.982, -5.719], [10.676, 8.185, -4.526], [9.143, 7.335, -4.247], [-1.676, 0.510, -4.678], [-1.817, 1.649, -3.683], [-3.190, 2.028, -3.526], [-3.942, 1.199, -2.760], [-3.555, 0.185, -2.201], [-5.213, 1.677, -2.746], [-6.135, 0.836, -2.056], [-2.155, 0.766, -5.628], [-0.622, 0.284, -4.861], [-2.162, -0.400, -4.312], [-1.287, 2.529, -4.064], [-1.370, 1.399, -2.714], [-5.791, 0.613, -1.042], [-6.292, -0.086, -2.624], [-7.090, 1.365, -1.986], [-3.445, 4.032, -1.489], [-4.350, 5.149, -1.982], [-4.762, 5.992, -0.900], [-3.831, 6.874, -0.457], [-2.700, 7.010, -0.898], [-4.365, 7.562, 0.583], [-3.449, 8.456, 1.212], [-3.927, 3.476, -0.678], [-3.206, 3.341, -2.301], [-2.507, 4.428, -1.089], [-5.260, 4.714, -2.410], [-3.872, 5.737, -2.774], [-2.992, 9.137, 0.487], [-2.680, 7.885, 1.743], [-4.003, 9.053, 1.942], [-2.455, -2.501, -1.267], [-3.384, -3.175, -2.262], [-3.021, -4.547, -2.457], [-3.387, -5.396, -1.464], [-3.991, -5.097, -0.446], [-2.938, -6.636, -1.785], [-3.167, -7.611, -0.769], [-1.411, -2.624, -1.571], [-2.680, -1.434, -1.189], [-2.550, -2.944, -0.271], [-3.290, -2.681, -3.235], [-4.434, -3.090, -1.959], [-4.220, -7.641, -0.475], [-2.529, -7.402, 0.095], [-2.894, -8.591, -1.171], [-1.264, 1.671, 0.805], [-1.026, 0.175, 0.923], [-0.078, -0.115, 1.958], [-0.553, -0.039, 3.226], [-1.696, 0.242, 3.552], [0.472, -0.302, 4.075], [0.131, -0.153, 5.452], [-0.316, 2.201, 0.671], [-1.919, 1.893, -0.042], [-1.728, 2.073, 1.711], [-0.598, -0.198, -0.013], [-1.962, -0.372, 1.090], [-0.753, -0.745, 5.711], [-0.031, 0.905, 5.681], [0.972, -0.512, 6.051], [-8.258, -8.968, 3.501], [-6.918, -9.103, 4.205], [-5.861, -8.555, 3.407], [-5.777, -7.201, 3.397], [-6.504, -6.429, 4.001], [-4.757, -6.850, 2.573], [-4.625, -5.442, 2.389], [-8.212, -9.407, 2.499], [-9.047, -9.466, 4.072], [-8.537, -7.918, 3.375], [-6.690, -10.164, 4.347], [-6.935, -8.641, 5.199], [-4.549, -4.920, 3.348], [-5.471, -5.063, 1.808], [-3.707, -5.258, 1.824], [-3.453, -6.986, 5.416], [-4.343, -5.976, 6.120], [-4.374, -6.214, 7.532], [-3.278, -5.803, 8.219], [-2.296, -5.255, 7.746], [-3.451, -6.135, 9.524], [-2.320, -5.850, 10.344], [-3.757, -8.008, 5.667], [-3.503, -6.857, 4.331], [-2.409, -6.880, 5.725], [-5.371, -6.087, 5.758], [-4.036, -4.947, 5.906], [-2.007, -4.805, 10.245], [-1.498, -6.526, 10.090], [-2.603, -6.026, 11.386]], "forces_ev_per_angstrom": [[1.4874, 3.9906, -8.7387], [-1.7292, -5.4224, 7.2380], [-0.6036, 2.3132, 2.0430], [-3.1060, -0.1983, -0.6004], [3.0504, 0.1897, -0.0208], [0.8519, -0.7412, 3.6137], [1.1114, -1.7415, -2.1469], [2.0258, 0.3585, 0.0219], [-6.6699, -4.0650, -1.2641], [3.7176, 5.5168, 0.1204], [4.1279, -0.4130, -3.3489], [1.1858, -0.8521, 2.8484], [1.1840, 1.7259, -2.6415], [-1.9701, 1.0454, 1.4724], [-2.4288, 0.1013, -0.5143], [2.1408, -1.3511, -0.6397], [-0.7549, -2.4126, 0.7450], [-2.2451, 1.3364, 0.4597], [0.9960, 0.4997, 0.9472], [0.1182, 0.9835, -0.8619], [-1.0962, -1.4785, 0.7640], [-1.3880, 0.6278, 0.5132], [-0.1024, 0.3428, -0.0218], [0.9534, -0.1402, -0.1682], [-1.0875, 0.6682, -0.6549], [1.0657, 0.1148, -0.4347], [-0.9911, -0.7233, 1.5420], [0.4801, -0.4625, -0.2248], [-0.2072, 0.3959, -0.2774], [0.0620, -0.1925, -0.0860], [-0.1434, -0.0107, 0.0420], [0.0374, -0.2187, -0.0223], [-0.3738, 0.1940, 0.0122], [-0.1550, 0.2192, 0.1519], [0.2123, 0.0961, 0.1656], [-0.0852, -0.1707, -0.1944], [0.2396, -0.1513, 0.1840], [-0.2204, -0.2249, -0.0415], [0.7697, -0.3807, -0.2057], [-0.8062, -1.1779, 0.0960], [-0.2277, -0.4458, -0.2202], [-0.5369, 1.6254, -0.7345], [1.3770, -0.2398, -0.0817], [-0.5381, -0.3280, 0.3546], [0.1454, 0.0803, 0.0934], [-0.0949, 0.0989, 0.0636], [0.1372, 0.1412, 0.0530], [-0.3774, 0.0133, 0.1416], [-0.2275, -0.0083, -0.1270], [0.0455, -0.0348, -0.2666], [0.1145, 0.0741, 0.1918], [0.3356, 0.1022, -0.1778], [0.3378, 0.1880, 0.2845], [0.2974, -0.5993, -0.3830], [0.5878, 1.0918, 0.4282], [0.1540, -0.3079, -0.0640], [-1.4087, -0.0755, 0.5184], [0.3296, -0.5483, -0.9368], [0.2655, 0.3873, 0.2891], [-0.0950, 0.0354, -0.1059], [-0.1546, 0.8237, 0.5725], [-0.1161, 0.0836, -0.0641], [0.0079, 0.2544, 0.2882], [0.0049, 0.0239, 0.2856], [-0.0128, -0.2617, 0.0897], [-0.0097, 0.1297, -0.1910], [-0.1238, -0.2936, -0.2236], [0.1140, -0.0545, 0.3792], [-0.0187, 0.7565, 0.2551], [-0.4108, -0.9772, 0.6115], [0.1264, 0.1662, 0.1218], [0.7205, -0.3998, -1.5284], [-0.4188, 1.1669, 0.0806], [-0.1080, -0.4968, 0.3906], [-0.1057, 0.0478, -0.1096], [0.0523, -0.3576, -0.0876], [-0.0928, 0.0025, -0.1442], [0.0416, -0.3758, 0.0514], [0.2105, -0.1749, 0.0633], [0.2485, 0.1444, 0.0392], [-0.2429, 0.0063, -0.0359], [0.0345, 0.3505, -0.1607], [-0.0257, 0.1683, 0.2779], [-0.4897, 0.2896, -0.4758], [-0.1273, -0.1911, 1.0214], [-0.4982, 0.3067, 0.1210], [1.6587, -0.4761, -0.4891], [-0.7034, 0.1055, -0.8705], [-0.0973, 0.0060, 0.6370], [-0.0607, -0.1061, -0.1381], [0.0788, -0.0701, 0.0394], [-0.0259, -0.1463, -0.1464], [0.1570, -0.0815, 0.3356], [0.1977, 0.1392, 0.1602], [0.1072, 0.2303, -0.1383], [-0.1450, -0.1939, -0.0273], [-0.0339, 0.0208, -0.3819], [-0.0699, 0.2821, -0.1956], [-0.6515, -0.2606, 0.3049], [0.4206, 1.1461, 0.0065], [-0.4948, -0.0255, -0.1941], [0.9388, -1.0690, -0.9100], [-0.9437, -0.5207, 0.5399], [0.2186, 0.7453, -0.0651], [0.0194, -0.0982, 0.1863], [0.1233, 0.0100, -0.0465], [0.0625, -0.1423, 0.1506], [0.2617, 0.2605, -0.1837], [0.0589, 0.1056, -0.2563], [-0.2064, -0.1599, -0.0886], [0.1699, -0.0070, 0.2064], [-0.3144, -0.3455, 0.1348], [0.3605, -0.0279, 0.1688], [-0.0557, -0.0286, -0.6503], [0.8659, 0.4983, 0.9601], [0.1679, -0.1077, -0.4089], [-1.2906, -0.6225, 0.6951], [0.0091, 0.3130, -0.9881], [0.3611, 0.0871, 0.3751], [-0.1116, 0.1099, -0.1093], [0.1202, -0.0725, 0.3472], [-0.1494, 0.0937, -0.0441], [0.2679, 0.0656, 0.5303], [0.1069, -0.1616, 0.2112], [-0.0069, -0.2485, -0.1305], [-0.0429, 0.2346, -0.0307], [-0.2085, -0.0605, -0.3170]], "lowdin_charge": [0.1081, -0.1068, -0.2266, -0.1025, -0.1253, 0.0496, -0.3442, 0.9150, 0.5166, -0.3928, -0.2222, -0.2339, 0.0956, 0.1777, 0.1505, 0.1412, 0.1402, 0.1506, 0.1519, 0.0091, 0.1001, 0.0741, -0.0639, -0.2166, 0.0149, -0.5502, 0.1208, -0.0336, -0.0549, 0.0844, 0.0851, 0.0767, 0.1243, 0.1265, 0.0995, 0.1072, 0.0805, -0.0499, -0.2201, -0.0302, -0.5484, 0.0954, -0.0062, -0.0347, 0.0864, 0.0762, 0.0684, 0.1207, 0.1140, 0.1016, 0.1010, 0.0994, -0.0606, -0.1953, 0.0296, -0.5481, 0.0963, -0.0048, -0.0533, 0.0932, 0.0468, 0.0795, 0.1260, 0.1279, 0.0956, 0.0980, 0.0959, -0.0732, -0.2100, 0.0287, -0.5319, 0.0898, -0.0025, -0.0434, 0.0868, 0.0388, 0.0762, 0.1166, 0.1272, 0.0986, 0.1007, 0.0963, -0.0541, -0.2182, 0.0201, -0.5486, 0.1133, -0.0125, -0.0501, 0.0799, 0.0584, 0.0815, 0.1188, 0.1240, 0.1000, 0.0990, 0.0945, -0.0668, -0.2148, 0.0231, -0.5727, 0.0959, -0.0388, -0.0519, 0.0824, 0.0816, 0.0749, 0.1247, 0.1262, 0.0912, 0.1044, 0.0822, -0.0431, -0.2075, 0.0311, -0.5486, 0.1020, -0.0076, -0.0548, 0.0929, 0.0630, 0.0811, 0.1027, 0.1272, 0.0954, 0.0986, 0.0941]}

=====

No. 2
{"formula": "C4H6O2", "method": "ωB97M-V with the def2-TZVPD basis set", "total_energy_ha": -306.3212, "relative_energy_kj_mol": 485.98, "homo_energy_ev": -9.233, "molar_mass_g_mol": 86.1, "orbital_gap_ev": 9.783, "species": ["C", "C", "O", "C", "C", "O", "H", "H", "H", "H", "H", "H"], "coordinates": [[-1.329, 0.667, 0.450], [-0.741, -0.699, 0.294], [0.000, -0.947, -1.324], [0.699, -0.831, -0.073], [1.606, 0.368, -0.109], [2.614, 0.430, 0.549], [-1.351, 0.831, 1.538], [-0.787, 1.507, 0.001], [-2.368, 0.686, 0.112], [-0.864, -1.477, -0.902], [1.233, -1.729, 0.242], [1.287, 1.194, -0.776]], "forces_ev_per_angstrom": [[-0.0238, -0.0035, -0.0767], [0.0510, 0.3239, 0.2768], [-0.1466, -0.1355, -0.0792], [0.1170, -0.0288, 0.0958], [0.1624, 0.0286, 0.1865], [-0.3511, 0.0049, -0.2175], [0.0164, -0.0393, -0.1000], [-0.0322, -0.1569, 0.0604], [0.1483, -0.0193, 0.0699], [0.0759, -0.0160, -0.2497], [-0.0865, 0.1283, -0.0458], [0.0694, -0.0862, 0.0794]], "lowdin_charge": [-0.1042, -0.0443, -0.0438, -0.3286, -0.2125, 0.0740, 0.0990, 0.0722, 0.0762, 0.1314, 0.1481, 0.1324]}